ORCA calculation (ωB97M-V with the def2-TZVPD basis set) on 11 unconnected molecules or ions with the total composition C39H68O33.

SMILES string	C[C@H]1COC(=O)O1.C[C@H]1COC(=O)O1.C[C@H]1COC(=O)O1.CCOC(=O)OC.CCOC(=O)OC.CCOC(=O)OC.COC(=O)OC.COC(=O)OC.COC(=O)OC.O=C1OCCO1.O=C1OCCO1
highest occupied orbital energy	-10.21	eV

Each line ends with the Mulliken charge.
Geometry (Å):
O (-9.3303, -8.8987, -15.2782)  -0.48
O (-11.5976, -15.9038, -14.4191)  -0.40
O (-10.7812, -17.3750, -12.9691)  -0.61
O (-7.4087, -14.0826, -17.8090)  -0.60
O (-10.6696, -8.0514, -16.8711)  -0.38
O (-12.0522, -17.7707, -5.8660)  -0.33
O (-5.9197, -14.2282, -8.9174)  -0.61
O (-6.1266, -7.7048, -9.1528)  -0.27
O (-14.5069, -4.6214, -14.1614)  -0.54
O (-11.4156, -8.2178, -14.7819)  -0.05
O (-7.3233, -6.9330, -10.8898)  -0.45
O (-5.6353, -13.4774, -16.5401)  -0.29
O (-12.9969, -7.3451, -9.3000)  -0.35
O (-10.1361, -16.6437, -5.9188)  -0.55
O (-10.1901, -15.1943, -12.8803)  0.02
O (-16.0131, -13.1755, -12.7222)  -0.52
O (-12.9146, -8.9667, -7.7545)  -0.02
O (-14.2066, -7.1891, -7.4122)  -0.38
O (-11.6077, -10.7389, -10.7655)  -0.01
O (-6.1914, -14.7717, -11.0987)  -0.07
O (-16.9462, -13.3654, -10.6798)  -0.38
O (-16.0077, -8.7753, -12.3763)  -0.34
O (-17.2315, -9.1145, -14.1920)  -0.35
O (-5.2243, -6.1976, -10.5275)  -0.34
O (-7.6796, -12.7433, -16.0693)  -0.35
O (-10.9576, -12.8243, -10.3356)  -0.15
O (-12.3409, -3.9612, -14.0298)  -0.34
O (-9.8898, -11.5597, -11.8852)  0.23
O (-13.1391, -5.4881, -12.6434)  0.00
O (-16.1910, -7.1619, -13.9366)  -0.53
O (-14.7361, -13.3013, -10.8861)  0.02
O (-11.7958, -16.1566, -7.3619)  -0.35
O (-7.0810, -12.9751, -10.4179)  -0.02
C (-12.5266, -7.7009, -15.5443)  0.26
C (-4.8102, -7.4909, -8.6699)  -0.33
C (-13.3999, -17.8199, -6.2968)  -0.58
C (-11.1440, -13.8399, -6.9352)  -1.12
C (-10.7793, -11.8092, -10.9368)  -0.59
C (-11.2378, -16.8322, -6.3457)  0.66
C (-11.7890, -5.7816, -12.2701)  -0.25
C (-11.0778, -15.0255, -7.8544)  0.09
C (-9.3116, -15.3999, -11.8034)  -0.78
C (-14.0101, -12.7653, -8.6839)  -0.28
C (-6.3118, -6.9522, -10.2787)  0.60
C (-10.8520, -16.2480, -13.3679)  0.52
C (-4.4071, -6.1848, -9.3392)  -0.34
C (-16.4518, -13.1401, -9.3769)  -0.50
C (-13.3249, -7.7841, -8.2480)  0.32
C (-15.1818, -7.9065, -11.6101)  -0.21
C (-13.6058, -9.2697, -6.5271)  0.67
C (-6.9361, -13.4887, -16.8805)  0.73
C (-5.3460, -15.9103, -11.0473)  -0.90
C (-12.5146, -3.0861, -15.1370)  -0.71
C (-4.7671, -14.3047, -17.2940)  -0.74
C (-10.9539, -9.5953, -11.3499)  1.89
C (-13.4150, -4.6903, -13.6836)  0.59
C (-10.3653, -8.4162, -15.6104)  0.46
C (-12.5721, -9.7613, -5.5438)  -1.35
C (-7.1311, -12.1601, -14.8700)  -0.47
C (-15.9090, -13.2579, -11.5447)  0.42
C (-17.7498, -10.2757, -13.5392)  -0.33
C (-14.2569, -7.9143, -6.1917)  -0.54
C (-10.1213, -8.9084, -10.2855)  -0.83
C (-11.9094, -14.5368, -14.7174)  0.17
C (-14.9822, -13.5562, -9.4832)  0.37
C (-11.8752, -7.2936, -16.8637)  -0.36
C (-6.3798, -14.0250, -10.0066)  0.57
C (-10.1232, -10.2448, -12.4449)  -0.45
C (-7.3875, -11.9209, -9.5136)  -0.52
C (-16.4220, -8.2730, -13.5555)  0.70
C (-13.0870, -14.0288, -13.9429)  -0.69
C (-7.2935, -13.1250, -13.7071)  0.04
H (-6.7613, -14.0397, -13.9740)  0.44
H (-10.7379, -12.9340, -7.3760)  0.13
H (-11.7084, -8.9302, -11.7617)  -0.88
H (-4.7425, -7.3956, -7.5883)  0.31
H (-9.6648, -16.1017, -11.0391)  0.55
H (-3.3584, -6.1143, -9.6075)  0.28
H (-11.6963, -6.2251, -16.9730)  0.26
H (-18.2049, -10.9402, -14.2644)  0.26
H (-18.4831, -9.9327, -12.8076)  0.29
H (-11.7859, -9.0138, -5.4076)  0.38
H (-13.9430, -16.8933, -6.1126)  0.25
H (-13.8971, -14.7603, -14.0677)  0.37
H (-13.1873, -2.2618, -14.9101)  0.28
H (-4.1654, -8.3129, -8.9871)  0.27
H (-9.9827, -7.8597, -10.5506)  0.38
H (-5.2756, -14.9475, -18.0081)  0.35
H (-17.0006, -13.7178, -8.6365)  0.37
H (-4.7212, -5.3007, -8.7815)  0.26
H (-10.6339, -10.4012, -13.3946)  0.00
H (-6.1071, -11.8137, -14.9866)  0.37
H (-11.5270, -2.6912, -15.3653)  0.26
H (-10.7097, -8.9473, -9.3686)  -0.13
H (-4.4976, -15.7722, -10.3803)  0.35
H (-9.0615, -14.4587, -11.3313)  -0.11
H (-9.1825, -9.7522, -12.6769)  0.45
H (-4.0656, -13.6701, -17.8355)  0.24
H (-14.3909, -10.0093, -6.6868)  0.13
H (-11.0031, -13.9337, -14.5896)  -0.10
H (-11.2392, -6.1675, -13.1307)  0.24
H (-14.9274, -14.6414, -9.3607)  0.30
H (-8.3560, -13.2514, -13.5130)  -0.31
H (-13.0616, -6.9086, -15.0313)  -0.22
H (-5.9118, -16.7693, -10.6741)  0.31
H (-7.7367, -11.2601, -14.7413)  0.26
H (-13.5247, -13.1037, -14.3127)  0.45
H (-4.2099, -14.9441, -16.6093)  0.25
H (-11.2616, -4.8907, -11.9318)  0.45
H (-8.0276, -12.2316, -8.6919)  0.26
H (-9.1343, -9.3324, -10.1099)  0.11
H (-13.7879, -7.3871, -5.3597)  0.27
H (-5.0565, -16.1319, -12.0692)  0.27
H (-16.9730, -10.8325, -13.0217)  0.01
H (-12.1659, -13.6838, -6.5837)  0.31
H (-15.2991, -8.0684, -5.9078)  0.33
H (-8.3990, -15.9134, -12.1259)  0.39
H (-12.0740, -10.6193, -5.9987)  0.14
H (-14.0478, -11.7154, -8.9909)  0.01
H (-11.8550, -6.5253, -11.4841)  -0.20
H (-14.1605, -8.0129, -11.9817)  -0.04
H (-15.5029, -6.8705, -11.5888)  0.41
H (-15.1324, -8.2598, -10.5803)  0.09
H (-10.0601, -15.3269, -8.1054)  0.44
H (-13.2022, -8.5475, -15.6708)  0.20
H (-12.9491, -13.9685, -12.8631)  -0.16
H (-7.9143, -11.2106, -10.1449)  -0.20
H (-11.5530, -14.8303, -8.8165)  0.01
H (-12.9667, -9.9667, -4.5507)  0.42
H (-10.5954, -14.0934, -6.0225)  0.61
H (-16.5374, -12.0857, -9.0948)  0.25
H (-12.9975, -13.0711, -8.9492)  -0.49
H (-12.0368, -14.5056, -15.8003)  0.34
H (-6.4610, -11.4480, -9.1900)  0.43
H (-14.1499, -12.8127, -7.6052)  0.40
H (-12.4807, -7.6341, -17.7018)  0.33
H (-13.4962, -18.0865, -7.3503)  0.26
H (-6.8244, -12.7681, -12.7934)  0.09
H (-12.8732, -3.6305, -16.0109)  0.29
H (-13.8778, -18.6174, -5.7301)  0.27